No. 1
# H12O6

6 unconnected molecules or ions with the total composition H12O6 (wB97M-V/def2-TZVPD, the Open Molecules 2025 dataset).

Calculated values
E   -458.62941 a.u.
SMILES   O.O.O.O.O.O
Charge   0
LUMO   -0.2 eV
Relative energy (zero: lowest compared OMol25 entry of this formula, charge and spin)   27.02 kcal per mole
HOMO   -10.52 eV
Gap between HOMO and LUMO   10.307 eV

CARTESIAN COORDINATES (ANGSTROEM)
O (1.429, 0.299, 2.622)
H (1.171, 0.783, 3.414)
H (0.681, -0.295, 2.445)
O (1.247, 1.480, -3.016)
H (1.042, 2.402, -2.834)
H (1.228, 1.044, -2.141)
O (-0.915, 2.294, 0.201)
H (-0.185, 1.705, -0.071)
H (-1.707, 1.872, -0.143)
O (0.922, 0.139, -0.557)
H (0.916, -0.147, 0.366)
H (0.247, -0.419, -0.998)
O (-1.088, -1.589, -1.476)
H (-1.828, -1.614, -2.094)
H (-0.898, -2.515, -1.288)
O (-0.667, -1.475, 1.674)
H (-0.582, -2.370, 1.327)
H (-1.013, -1.594, 2.569)


No. 2
# H12O6

6 unconnected molecules or ions with the total composition H12O6 (wB97M-V/def2-TZVPD, the Open Molecules 2025 dataset).

Calculated values
E   -458.61146 a.u.
SMILES   O.O.O.O.O.O
Charge   0
LUMO   0.4 eV
Relative energy (zero: lowest compared OMol25 entry of this formula, charge and spin)   38.29 kcal per mole
HOMO   -11.10 eV
Gap between HOMO and LUMO   11.488 eV

CARTESIAN COORDINATES (ANGSTROEM)
O (0.375, -0.864, -0.856)
H (1.010, -0.294, -1.306)
H (-0.453, -0.372, -0.898)
O (-5.082, 1.074, 0.548)
H (-5.781, 0.930, 1.196)
H (-4.312, 0.642, 0.934)
O (3.142, -2.546, -0.016)
H (2.313, -3.016, -0.164)
H (3.777, -3.012, -0.571)
O (0.769, 3.005, -0.950)
H (-0.141, 2.689, -0.952)
H (0.691, 3.944, -0.747)
O (-3.007, -1.581, 0.123)
H (-3.167, -1.968, 0.991)
H (-3.535, -2.120, -0.476)
O (4.614, 1.526, 1.105)
H (4.849, 0.712, 1.566)
H (3.938, 1.252, 0.475)


No. 3
# H12O6

6 unconnected molecules or ions with the total composition H12O6 in a non-equilibrium geometry (wB97M-V/def2-TZVPD, the Open Molecules 2025 dataset).

Calculated values
E   -458.62182 a.u.
SMILES   O.O.O.O.O.O
Charge   0
LUMO   -0.1 eV
Relative energy (zero: lowest compared OMol25 entry of this formula, charge and spin)   31.79 kcal per mole
HOMO   -11.07 eV
Gap between HOMO and LUMO   10.929 eV

CARTESIAN COORDINATES (ANGSTROEM)
O (-0.211, -0.310, 1.797)
H (-1.042, -0.806, 1.535)
H (0.201, -0.803, 2.509)
O (0.102, 1.794, -0.031)
H (0.181, 1.388, 0.852)
H (0.966, 1.429, -0.326)
O (-1.521, -0.334, -0.619)
H (-1.051, 0.463, -0.558)
H (-0.867, -0.962, -0.899)
O (1.324, -1.049, -0.685)
H (0.927, -0.853, 0.210)
H (1.474, -1.986, -0.709)
O (-3.465, -0.328, 1.288)
H (-3.095, -0.799, 0.468)
H (-2.701, 0.292, 1.527)
O (2.982, 1.361, -2.114)
H (2.246, 0.859, -1.824)
H (3.550, 0.645, -2.421)


What did the first record say?
# H12O6

6 unconnected molecules or ions with the total composition H12O6 (wB97M-V/def2-TZVPD, the Open Molecules 2025 dataset).

Calculated values
E   -458.62941 a.u.
SMILES   O.O.O.O.O.O
Charge   0
LUMO   -0.2 eV
Relative energy (zero: lowest compared OMol25 entry of this formula, charge and spin)   27.02 kcal per mole
HOMO   -10.52 eV
Gap between HOMO and LUMO   10.307 eV

CARTESIAN COORDINATES (ANGSTROEM)
O (1.429, 0.299, 2.622)
H (1.171, 0.783, 3.414)
H (0.681, -0.295, 2.445)
O (1.247, 1.480, -3.016)
H (1.042, 2.402, -2.834)
H (1.228, 1.044, -2.141)
O (-0.915, 2.294, 0.201)
H (-0.185, 1.705, -0.071)
H (-1.707, 1.872, -0.143)
O (0.922, 0.139, -0.557)
H (0.916, -0.147, 0.366)
H (0.247, -0.419, -0.998)
O (-1.088, -1.589, -1.476)
H (-1.828, -1.614, -2.094)
H (-0.898, -2.515, -1.288)
O (-0.667, -1.475, 1.674)
H (-0.582, -2.370, 1.327)
H (-1.013, -1.594, 2.569)


Question: Look up the charge of the second one.
Answer: 0